Below is a 2-piece molecular cluster, C9H7N3O2 overall in a non-equilibrium geometry, with properties calculated with wB97M-V/def2-TZVPD.

Multiplicity   1
E_tot   -18005.624 eV

Last column: Löwdin charge in e.
Positions of all 21 atoms, in Å:
N (3.4576, 0.9836, -1.5133)  0.10
C (-2.5069, 1.0944, -0.7481)  -0.04
N (2.0856, -0.1662, 1.3951)  -0.02
H (-3.3448, 1.7624, 1.2552)  0.14
H (3.8840, 1.9521, -1.3243)  0.08
C (-1.0713, -0.8721, -0.6472)  0.04
C (2.2661, -0.8739, -0.6336)  -0.14
C (3.0200, 0.2959, -0.5982)  -0.53
H (-0.6197, -1.6669, -1.2161)  0.12
C (-1.0473, -0.7241, 0.8342)  -0.17
C (-0.2504, -1.5774, 1.4925)  -0.08
O (2.7952, 0.7511, 0.6985)  -0.02
O (-0.0166, -2.3129, 2.3675)  0.26
C (-1.8753, 0.2776, 1.4153)  -0.01
N (1.7779, -1.1260, 0.5488)  -0.06
H (-2.8491, 2.0092, -1.3324)  0.14
C (-1.6697, 0.1630, -1.3276)  -0.07
H (-1.8625, 0.3128, 2.5003)  0.13
H (-1.5716, 0.1543, -2.3572)  0.09
H (2.0450, -1.5237, -1.4626)  0.10
C (-2.6462, 1.0867, 0.6530)  -0.08

Forces on atoms 1 to 6 (eV/Å):
N 2.983 3.620 -2.949
C 0.320 2.006 0.571
N -1.303 -1.528 0.374
H 1.075 -0.729 -1.406
H -1.004 -2.269 0.151
C 0.137 1.287 2.718

Below is a 2-piece molecular cluster, C9H7N4O2 overall in a non-equilibrium geometry, with properties calculated with wB97M-V/def2-TZVPD.

Multiplicity   1
E_tot   -19499.968 eV
Charge   -1

Last column: Löwdin charge in e.
Positions of all 22 atoms, in Å:
O (1.3295, 3.6953, -0.4704)  0.02
H (3.1185, -1.9501, -0.8308)  0.07
H (-0.2789, -0.4728, 1.1907)  0.09
N (1.6876, -0.5218, -0.2789)  -0.01
N (-2.0094, 1.7433, -0.6436)  0.14
N (1.7961, 0.6978, 0.1431)  -0.01
C (-3.3098, -0.2293, -0.2837)  -0.09
C (-2.2665, -0.7935, 0.4474)  -0.09
H (4.9159, 0.0416, -0.2591)  0.06
C (-3.1029, 1.0329, -0.8139)  -0.17
H (3.2852, 2.1325, 0.5116)  0.09
H (-2.3727, -1.7831, 0.8732)  0.10
C (0.3187, 3.3392, 0.0828)  -0.80
H (-4.2443, -0.7499, -0.4289)  0.08
N (0.0540, 1.9637, 0.4094)  0.25
C (-1.1179, -0.0733, 0.6500)  -0.02
O (-0.6540, 3.9212, 0.5931)  0.04
C (3.8448, 0.0705, -0.1918)  -0.12
H (-3.8670, 1.5155, -1.4141)  0.10
C (-1.0197, 1.2363, 0.1112)  -0.35
C (3.0429, 1.1366, 0.2072)  -0.16
C (2.9345, -0.9468, -0.4890)  -0.22

Forces on atoms 1 to 6 (eV/Å):
O 0.797 0.169 -0.457
H -0.002 -0.128 -0.055
H 0.047 -0.021 0.114
N -0.489 -0.503 -0.190
N 0.628 0.258 -0.153
N -2.269 1.413 0.027

Below is a 2-piece molecular cluster, C9H7N4O6S2 overall in a non-equilibrium geometry, with properties calculated with wB97M-V/def2-TZVPD.

Multiplicity   1
E_tot   -49355.356 eV
Charge   -1

Last column: Löwdin charge in e.
Positions of all 28 atoms, in Å:
C (-5.6743, 0.2340, -0.8403)  -0.09
O (-0.2698, -0.6803, 2.6777)  0.04
C (2.6406, -1.5656, 0.8527)  0.09
C (-4.4082, 1.0577, -0.7759)  -0.33
C (3.4594, 0.3372, -0.4249)  -0.16
N (4.3190, 1.1313, -1.1103)  0.14
H (2.7336, -2.5845, 1.2189)  0.13
H (-5.8273, -0.3484, 0.0745)  0.08
S (-1.8930, 2.3218, -0.5251)  0.57
H (-5.6536, -0.4554, -1.6908)  0.08
N (4.9290, -1.6894, -0.0560)  -0.34
H (-4.3269, 1.6715, -1.6911)  0.10
H (-6.5231, 0.9145, -0.9590)  0.07
H (0.4864, 1.1662, 1.0548)  0.09
N (0.5001, -1.4267, 2.0439)  -0.36
S (-0.7507, -0.3719, -0.6267)  0.77
H (-4.4385, 1.7267, 0.1028)  0.09
O (3.6748, 2.3455, -1.2069)  -0.10
C (2.2843, 1.0805, -0.0936)  -0.23
C (1.2130, 0.4728, 0.6223)  -0.10
O (-3.3095, 0.1191, -0.6810)  -0.20
O (5.8081, -1.2582, -0.8241)  0.04
O (5.0785, -2.7161, 0.6466)  0.01
N (2.3904, 2.3501, -0.5671)  0.19
C (-2.0708, 0.6693, -0.6095)  -1.29
O (0.4798, -2.6696, 2.1463)  0.03
C (3.6610, -1.0037, 0.0781)  -0.09
C (1.4878, -0.8286, 1.1636)  -0.23

Forces on atoms 1 to 6 (eV/Å):
C -0.134 -0.201 0.020
O 1.277 -0.955 -1.174
C 0.418 0.444 -0.591
C -0.407 -0.234 0.054
C 1.924 0.963 -0.864
N -2.031 -0.265 1.019

Below is an isolated molecule of C9H7NO in a non-equilibrium geometry, with properties calculated with wB97M-V/def2-TZVPD.

Multiplicity   1
E_tot   -12982.224 eV
Structure (SMILES)   Oc1cnc2ccccc2c1

Last column: Löwdin charge in e.
Positions of all 18 atoms, in Å:
C (1.0833, -0.6419, -0.7864)  0.04
C (0.4659, -1.6681, -1.5833)  -0.31
N (-1.6630, -0.8999, -0.6993)  0.11
H (-1.4105, -2.1548, -2.2384)  0.07
C (-1.0042, 1.7524, 1.7820)  -0.08
C (1.2213, 1.1565, 0.7428)  -0.06
H (2.1944, -0.6074, -0.6569)  0.12
H (1.0344, 2.8281, 2.1448)  0.13
C (-1.7720, 0.8657, 1.0533)  -0.03
H (2.3424, 1.1274, 0.5093)  0.13
O (1.0892, -2.6127, -2.2749)  0.04
H (-1.4916, 2.4061, 2.5695)  0.11
C (-0.9324, -1.7080, -1.4964)  -0.05
H (-2.8206, 0.8578, 1.2109)  0.09
C (0.4755, 1.9274, 1.6151)  -0.09
H (1.9897, -2.9404, -1.9700)  0.16
C (-1.1377, 0.0412, 0.0711)  -0.23
C (0.3358, 0.2706, 0.0066)  -0.14

Forces on atoms 1 to 6 (eV/Å):
C -0.304 -1.629 -0.819
C 0.592 2.566 3.380
N -0.407 -0.670 -0.851
H -2.475 -2.722 -2.649
C 1.184 0.691 0.350
C -2.442 0.246 0.231

Below is an isolated molecule of C9H7NO2 in a non-equilibrium geometry, with properties calculated with wB97M-V/def2-TZVPD.

Multiplicity   1
E_tot   -15030.261 eV
Structure (SMILES)   O=c1cc(O)c2ccccc2[nH]1

Last column: Löwdin charge in e.
Positions of all 19 atoms, in Å:
N (-0.8873, -1.5386, -0.0042)  0.16
O (-0.5070, 2.6619, 0.0035)  0.08
C (-1.9962, -0.7172, 0.0236)  -0.52
H (1.8887, 2.1288, 0.0113)  0.07
C (0.3881, -0.8804, 0.1771)  -0.19
H (-1.2207, 3.2348, -0.1290)  0.09
C (1.4891, -1.5982, 0.0060)  -0.08
H (-1.2694, -2.5440, -0.2130)  0.22
H (3.6443, -1.7574, -0.2674)  0.12
H (3.7941, 0.9893, -0.1254)  0.11
O (-3.1570, -1.1307, -0.0409)  0.01
C (-1.9742, 0.6819, -0.0574)  0.04
C (1.7708, 1.1294, 0.0200)  0.00
H (-2.9859, 0.9871, -0.3254)  0.14
C (0.4494, 0.5127, 0.2260)  -0.04
H (1.6503, -2.6812, 0.1093)  0.13
C (2.7597, -1.0920, -0.0674)  -0.06
C (2.8964, 0.3478, -0.1047)  -0.07
C (-0.7794, 1.3098, -0.0120)  -0.20

Forces on atoms 1 to 6 (eV/Å):
N -1.401 0.370 0.496
O 1.823 -2.167 0.004
C -1.871 -1.471 -0.715
H -0.038 3.252 -0.047
C -3.955 0.058 -1.010
H -2.068 0.855 -0.358

Below is C9H7NO4PbS as an isolated structure in a non-equilibrium geometry, with properties calculated with wB97M-V/def2-TZVPD.

Multiplicity   1
E_tot   -35189.645 eV
Charge   +2

Last column: Löwdin charge in e.
Positions of all 23 atoms, in Å:
H (-2.6719, 0.3439, -0.9922)  0.11
Pb (0.5205, -0.0963, -0.3338)  1.17
H (3.2710, 0.6933, 0.5634)  0.08
C (0.7308, 1.9673, 1.4697)  0.00
O (-0.5889, 2.4071, -2.9534)  0.18
C (3.0203, 0.8586, -0.4888)  -0.16
H (-0.9505, -0.6912, 2.7169)  0.08
H (3.1603, -1.1970, -1.1560)  0.08
S (-3.4148, -0.4522, 2.4979)  1.13
C (-1.7852, -0.4903, 2.0483)  -0.47
N (-1.6019, -0.2966, 0.7283)  -0.26
C (-2.7534, 0.0601, 0.0467)  -0.23
O (0.1033, -2.9393, -2.8158)  0.17
O (1.5691, -2.5081, 2.3474)  0.18
H (2.6287, 0.0010, -2.4380)  0.08
H (-4.8735, 0.1567, 0.4905)  0.09
C (1.4132, -1.7935, 1.4735)  -0.01
C (-0.2050, 1.6790, -2.1747)  -0.02
C (-3.8646, -0.0103, 0.8318)  -0.27
O (0.3905, 2.6576, 2.3156)  0.16
C (0.1897, -2.0913, -2.0465)  -0.01
C (2.9724, -0.1491, -1.4097)  -0.14
H (2.7398, 1.8905, -0.7211)  0.08

Forces on atoms 1 to 6 (eV/Å):
H -0.313 -0.128 -0.028
Pb -0.858 0.071 0.218
H 0.257 -0.129 -0.370
C -1.117 2.397 2.891
O 0.780 -1.478 1.581
C 0.534 -0.850 -1.017

Below is an isolated molecule of C9H8 in a non-equilibrium geometry, with properties calculated with wB97M-V/def2-TZVPD.

Multiplicity   1
E_tot   -9455.561 eV

Last column: Löwdin charge in e.
Positions of all 17 atoms, in Å:
H (-1.8118, -2.4282, 0.0403)  0.10
H (2.4453, -0.4066, 0.4901)  0.06
C (-2.3345, 0.4123, -0.9626)  -0.07
C (0.4002, 0.1419, 0.3464)  -0.27
H (0.6826, -2.0399, -0.2782)  0.15
C (-0.4359, 1.1879, 0.5028)  0.00
C (-2.9383, 0.4199, 1.1328)  0.20
C (-1.3612, -1.4987, 0.1156)  -0.07
H (2.1492, 1.2042, 0.0295)  0.09
H (-1.5195, 0.1991, -1.6333)  0.12
C (-1.8954, 1.0291, 0.2856)  -0.27
H (1.8784, 0.7206, 1.6536)  0.07
C (-2.3533, -0.5159, 0.2028)  -0.30
C (-0.0884, -1.2091, 0.0072)  -0.03
H (-3.2687, 0.8905, -1.3884)  0.13
C (1.8034, 0.3923, 0.6666)  -0.06
H (-0.2784, 2.2529, 0.8457)  0.14

Forces on atoms 1 to 6 (eV/Å):
H 0.071 -2.298 -0.304
H 1.047 -1.609 -0.168
C -1.003 1.363 -1.775
C -1.341 1.088 -0.015
H -1.485 1.719 0.802
C -1.237 1.542 0.862

Below is C9H8BrFINOTa as an isolated structure in a non-equilibrium geometry, with properties calculated with wB97M-V/def2-TZVPD.

Multiplicity   1
E_tot   -95412.874 eV
Charge   -1

Last column: Löwdin charge in e.
Positions of all 23 atoms, in Å:
H (2.1815, 1.9470, 2.4360)  0.10
H (-3.7689, -1.9776, 0.2728)  -0.01
C (-2.9352, -1.7789, -0.3426)  -0.06
H (-1.8010, 2.6890, 2.3429)  0.10
H (2.3141, -1.5057, -1.3575)  0.04
C (-0.9172, 2.2421, 1.8971)  -0.19
F (2.4698, -1.7119, 1.0455)  0.02
C (-0.0145, 0.9548, 0.1145)  -0.35
C (1.1817, 1.1414, 0.7891)  -0.14
N (0.2041, 2.4058, 2.5865)  0.07
C (1.2146, 1.8390, 1.9531)  -0.19
H (1.0826, -2.7639, -1.5467)  0.03
H (2.0927, 0.7097, 0.4082)  0.08
C (-1.9522, -1.3074, -0.8863)  -0.37
H (-2.0683, 1.5258, 0.2863)  0.06
C (1.3009, -2.0790, 0.4025)  -0.58
I (-1.9104, 1.6505, -2.9554)  0.00
H (1.2507, 0.6732, -2.5523)  -0.14
C (1.3162, -1.8230, -1.0572)  -0.31
Ta (-0.1626, -0.2438, -1.7863)  1.06
Br (-0.4283, -1.7338, -3.9865)  -0.17
C (-1.0890, 1.5753, 0.7331)  -0.16
O (0.4247, -2.5244, 1.0673)  0.11

Forces on atoms 1 to 6 (eV/Å):
H 0.078 0.010 0.112
H -0.374 -0.405 0.059
C 0.606 0.696 -0.062
H -0.055 0.089 0.093
H 0.032 -0.010 -0.129
C -1.555 1.165 1.591

Below is C9H8Cl2Si as an isolated structure in a non-equilibrium geometry, with properties calculated with wB97M-V/def2-TZVPD.

Multiplicity   3
E_tot   -42382.812 eV
Expectation value of S²   2.03

Last column: Löwdin charge in e.
Positions of all 20 atoms, in Å:
C (0.2198, -1.3314, 0.0349)  -0.12
C (-2.0651, -0.6510, 0.4104)  -0.02
C (-0.9941, -1.7003, 0.2938)  -0.09
C (-0.3535, 1.0620, 0.0597)  -0.24
H (1.1236, -1.9716, 0.2396)  0.11
H (-0.0167, -0.0326, -1.7023)  0.24
H (2.3355, 2.5395, 1.0709)  0.10
Si (3.6672, -0.0233, -0.5486)  -0.22
C (-1.6653, 0.6979, 0.3930)  -0.04
Cl (5.1117, 1.3472, -0.0711)  0.27
C (0.3637, 2.1699, 0.4981)  -0.01
H (3.7831, -0.1157, -2.1572)  -0.01
H (-0.1787, 3.0488, 0.8003)  0.12
H (-2.9432, -0.9214, 0.8654)  0.06
C (1.7378, 1.8474, 0.5180)  -0.12
H (-2.4179, 1.4701, 0.5901)  0.11
C (1.9816, 0.6129, -0.0013)  -0.28
Cl (4.1331, -1.8360, 0.2240)  0.29
H (-1.1073, -2.6048, 0.8405)  0.10
C (0.6001, -0.0011, -0.4602)  -0.24

Forces on atoms 1 to 6 (eV/Å):
C 5.359 -0.034 -0.487
C 3.825 -1.455 -1.018
C -4.157 1.733 1.828
C -2.338 -3.115 0.090
H -1.267 0.209 -0.325
H 2.657 0.215 2.138

Below is an isolated molecule of C9H8FNOS in a non-equilibrium geometry, with properties calculated with wB97M-V/def2-TZVPD.

Multiplicity   1
E_tot   -26544.271 eV
Structure (SMILES)   C#C[S@](=N)(=O)c1c(C)cccc1F

Last column: Löwdin charge in e.
Positions of all 21 atoms, in Å:
O (2.2803, 0.5317, -1.9754)  -0.47
H (-3.4402, -1.5675, -0.1885)  0.09
C (2.6842, 0.1956, 1.0584)  -0.23
H (-1.8694, -3.4899, 0.3733)  0.15
H (-0.6384, 2.2484, -1.1441)  0.11
C (0.2850, -0.9464, -0.2130)  -0.18
C (-0.1967, -2.1846, 0.0759)  -0.27
C (-1.5315, -2.4405, 0.1387)  -0.01
C (-0.5873, 0.1373, -0.4551)  -0.21
C (0.0498, 1.4658, -0.7154)  -0.07
H (-2.6724, 0.6717, -0.6083)  0.13
C (2.8069, 0.8580, 2.0809)  0.09
H (2.9421, -2.7007, -0.6284)  0.04
F (0.6997, -3.2123, 0.1206)  0.05
C (-1.9680, -0.1639, -0.4308)  -0.02
H (0.3672, 1.9826, 0.1284)  0.06
S (2.1233, -0.6663, -0.3830)  0.98
C (-2.4156, -1.4257, -0.1118)  -0.07
N (3.1105, -1.7939, -0.1982)  -0.24
H (0.8706, 1.4271, -1.4038)  0.01
H (3.0767, 1.0203, 3.1573)  0.07

Forces on atoms 1 to 6 (eV/Å):
O 0.143 -4.036 4.528
H -1.754 -0.630 0.254
C -1.440 1.508 0.318
H 0.412 1.298 -0.381
H 0.013 -1.109 0.203
C 1.078 1.806 -0.225

- Which of these has the lowest E_tot?
  C9H8BrFINOTa